No. 1
Molecular formula: CsO4S
Method: DFT, the ωB97M-V functional and the def2-TZVPD basis

Structure (XYZ):
```
6
Properties=species:S:1:pos:R:3:lowdin_charge:R:1
Cs -0.846 3.022 -0.353 1.074
S 0.110 -0.654 0.003 0.150
O -0.578 -1.905 0.222 -0.287
O 0.220 0.123 1.225 -0.254
O 1.562 -0.792 -0.110 -0.170
O -0.469 0.206 -0.987 -0.513
```

- Spin multiplicity: 2
- Total charge: 0
- E_tot: -719.24572 Eh
- Max |F|: 3.78 eV/A
- Orbital gap (alpha / beta): 8.40 / 7.86 eV


No. 2
Molecular formula: C10H20Cl2DyN2S
Method: DFT, the ωB97M-V functional and the def2-TZVPD basis

Structure (XYZ):
```
36
Properties=species:S:1:pos:R:3:lowdin_charge:R:1
Dy -0.736 0.164 0.693 0.589
Cl -1.778 2.076 1.850 -0.235
Cl -0.234 -2.085 1.700 -0.159
C -2.701 -0.748 0.029 -0.368
H -2.640 -1.839 -0.067 0.006
H -3.649 -0.401 0.464 0.018
C -0.991 0.088 -1.691 -0.412
C -2.416 -0.078 -1.357 -0.552
H -0.381 -0.826 -1.474 0.063
C -3.232 1.220 -1.579 -0.198
H -2.820 -0.781 -2.126 0.124
C -3.065 1.635 -3.049 -0.230
H -4.301 1.065 -1.353 0.108
H -2.879 2.016 -0.909 0.080
C -1.603 1.880 -3.406 -0.215
H -3.475 0.821 -3.658 0.102
H -3.667 2.521 -3.277 0.094
C -0.672 0.711 -3.002 -0.263
H -1.513 2.065 -4.485 0.093
H -1.277 2.805 -2.912 0.105
H -0.727 -0.093 -3.768 0.097
H 0.371 1.063 -3.012 0.091
C 2.239 -1.487 3.895 -0.123
N 2.162 -0.264 3.088 -0.054
C 2.582 -0.193 1.810 -0.873
S 1.927 0.961 0.709 0.545
N 3.549 -1.065 1.415 -0.054
C 4.770 -1.265 2.211 -0.079
H 2.524 -2.355 3.286 0.081
H 1.257 -1.679 4.338 0.071
H 2.970 -1.342 4.700 0.071
H 1.413 0.390 3.325 0.123
H 3.728 -1.007 0.410 0.119
H 5.059 -2.321 2.152 0.082
H 5.588 -0.663 1.791 0.084
H 4.618 -0.991 3.259 0.070
```

- Spin multiplicity: 6
- Total charge: -1
- E_tot: -2706.27388 Eh
- Max |F|: 2.98 eV/A
- Orbital gap (alpha / beta): 4.85 / 4.92 eV